Density functional theory data (ωB97M-V with the def2-TZVPD basis set) for a cluster of 2 separate species, C5H10BrF3NP in total at a distorted geometry.

The energy above the lowest of the compared OMol25 structures with the same formula, charge and spin comes out at 243.45 kJ/mol. Its orbital gap (spin up / spin down) is 8.6 / 3.7 eV. Its electronic energy is -94317.769 eV.

Bonds (Å) are listed after each position.
CARTESIAN COORDINATES (ANGSTROEM)
1 C -1.472 -0.673 1.510  C3 1.542, H12 1.012, H13 0.980, H14 1.169
2 C 0.271 -0.223 -2.475  C4 1.477, H15 1.040, H16 1.115, H17 1.092
3 C -1.071 0.306 0.388  C1 1.542, N6 1.420, H18 1.059, H19 1.150
4 C 0.161 -1.013 -1.231  C2 1.477, N6 1.480, H20 1.058, H21 1.010
5 C 1.202 2.002 1.388  F7 1.336, F8 1.356, F9 1.341, P10 1.908
6 N 0.211 -0.053 -0.106  C3 1.420, C4 1.480, P10 1.676
7 F 0.712 1.637 2.576  C5 1.336
8 F 2.432 2.549 1.549  C5 1.356
9 F 0.407 2.978 0.927  C5 1.341
10 P 1.718 0.628 0.168  C5 1.908, N6 1.676
11 Br 1.355 -3.735 0.553  no bonds
12 H -0.626 -0.685 2.065  C1 1.012
13 H -2.255 -0.374 2.018  C1 0.980
14 H -1.640 -1.665 0.913  C1 1.169
15 H -0.485 0.464 -2.672  C2 1.040
16 H 1.176 0.423 -2.399  C2 1.115
17 H 0.566 -0.796 -3.356  C2 1.092
18 H -1.881 0.278 -0.294  C3 1.059
19 H -1.048 1.342 0.887  C3 1.150
20 H -0.640 -1.698 -1.139  C4 1.058
21 H 0.908 -1.692 -1.270  C4 1.010

=====

Density functional theory data (ωB97M-V with the def2-TZVPD basis set) for a cluster of 2 separate species, C5H10BrN2 in total at a distorted geometry.

The charge is +1. The energy above the lowest of the compared OMol25 structures with the same formula, charge and spin comes out at 404.17 kJ/mol. Its orbital gap (spin up / spin down) is 7.7 / 7.7 eV. Its electronic energy is -78359.578 eV.

Bonds (Å) are listed after each position.
CARTESIAN COORDINATES (ANGSTROEM)
1 C 2.935 2.105 0.158  C2 1.330, H9 1.053, H10 1.071
2 C 2.213 1.017 -0.092  C1 1.330, Br8 1.864
3 C -1.116 -0.863 0.161  C4 1.448, N6 1.301, N7 1.332
4 C -1.598 -2.093 -0.431  C3 1.448, H11 1.088, H12 1.077, H13 1.082
5 C -0.177 1.374 -0.422  N7 1.353, H14 1.112, H15 1.062
6 N -1.198 -0.801 1.458  C3 1.301, H16 1.009, H17 0.977
7 N -0.705 0.142 -0.610  C3 1.332, C5 1.353, H18 1.003
8 Br 2.296 -0.838 -0.246  C2 1.864
9 H 3.974 2.023 0.313  C1 1.053
10 H 2.391 3.018 0.016  C1 1.071
11 H -0.692 -2.652 -0.657  C4 1.088
12 H -2.185 -1.742 -1.264  C4 1.077
13 H -2.284 -2.681 0.164  C4 1.082
14 H 0.032 1.790 -1.432  C5 1.112
15 H -0.325 1.895 0.491  C5 1.062
16 H -1.883 -1.448 1.820  N6 1.009
17 H -0.899 -0.197 2.164  N6 0.977
18 H -0.778 -0.047 -1.592  N7 1.003

=====

Density functional theory data (ωB97M-V with the def2-TZVPD basis set) for the ion C5H10BrN2 with charge +1 at a distorted geometry.

The charge is +1. The energy above the lowest of the compared OMol25 structures with the same formula, charge and spin comes out at 291.05 kJ/mol. Its orbital gap is 9.9 eV. Its electronic energy is -78360.750 eV. As for the structure (SMILES): CC1(C)N=C(Br)C[NH2+]1.

Bonds (Å) are listed after each position.
CARTESIAN COORDINATES (ANGSTROEM)
1 C 1.493 -0.693 -1.062  C2 1.469, H9 1.150, H10 1.141, H11 1.177
2 C 0.624 0.080 -0.164  C1 1.469, C3 1.551, N4 1.443, N8 1.568
3 C 1.299 0.690 1.093  C2 1.551, H12 1.059, H13 1.153, H14 1.127
4 N -0.123 1.140 -0.797  C2 1.443, C5 1.447
5 C -1.547 0.982 -0.592  N4 1.447, Br6 1.793, C7 1.480
6 Br -2.673 2.315 -1.006  C5 1.793
7 C -1.910 -0.224 0.187  C5 1.480, N8 1.510, H15 1.093, H16 1.074
8 N -0.545 -0.861 0.292  C2 1.568, C7 1.510, H17 1.010, H18 1.044
9 H 0.884 -1.622 -1.355  C1 1.150
10 H 2.507 -0.804 -0.550  C1 1.141
11 H 1.629 0.068 -1.949  C1 1.177
12 H 0.761 0.413 1.962  C3 1.059
13 H 1.313 1.840 1.183  C3 1.153
14 H 2.339 0.301 1.287  C3 1.127
15 H -2.282 -0.045 1.199  C7 1.093
16 H -2.741 -0.656 -0.338  C7 1.074
17 H -0.340 -1.406 1.117  N8 1.010
18 H -0.687 -1.518 -0.507  N8 1.044